[1]
Density functional theory data (the ωB97M-V functional and the def2-TZVPD basis) for 2 unconnected molecules or ions with the total composition C4H10O2 at a distorted geometry.

Properties
E_tot in a.u.: -308.844132
LUMO in eV: 0.8823
Relative energy (zero: lowest compared OMol25 entry of this formula, charge and spin) in kJ/mol: 141.8
HOMO in eV: -10.0
Orbital gap in eV: 10.86
SMILES string: CC=O.CCO

Each line ends with the natural charge from an NBO analysis.
Cartesian coordinates (Å):
O 1.51054 1.47309 -1.49168  -0.7221
O 0.28875 0.03780 2.06153  -0.5210
C 0.29571 1.09352 -0.83637  -0.0506
C -0.96542 1.37333 -1.65218  -0.6447
C 0.43401 -2.28412 1.62690  -0.7349
C -0.30048 -0.98980 1.83768  0.4310
H 0.95472 -2.52645 2.55631  0.2482
H -0.89876 0.89920 -2.62893  0.2036
H 1.26961 1.83557 -2.34848  0.4596
H -1.39913 -0.99839 1.95673  0.1091
H 0.23073 1.69337 0.07074  0.1787
H -1.80056 1.12288 -1.00241  0.2206
H -0.18266 -3.13620 1.35619  0.2211
H 1.24535 -2.07533 0.92523  0.2459
H -1.04051 2.44925 -1.82236  0.2035
H 0.35809 0.03228 -0.60891  0.1520

***

[2]
Density functional theory data (the ωB97M-V functional and the def2-TZVPD basis) for a molecular structure, C15H8I2NO5PdS2Se.

Properties
E_tot in a.u.: -4928.373749
LUMO (spin up / spin down) in eV: 1.9512 / 0.5265
⟨S²⟩: 6.0257
Relative energy (zero: lowest compared OMol25 entry of this formula, charge and spin) in kJ/mol: 59.7
HOMO (spin up / spin down) in eV: -5.1 / -5.1
Total charge: -1
Orbital gap (spin up / spin down) in eV: 7.09 / 5.63
Multiplicity: 5

Each line ends with the natural charge from an NBO analysis.
Cartesian coordinates (Å):
I -3.54940 2.42493 -3.19591  0.1246
I 1.45297 4.97829 -1.15382  0.0913
Pd -1.14965 -1.88415 -1.14785  1.1616
Se -0.45335 -4.33643 -0.94854  2.6931
S -1.42549 -3.06219 2.35114  0.3851
S -2.66997 -1.25135 0.72834  0.1010
O -0.01708 -3.35365 0.35988  -1.0481
O -0.08437 -5.88425 -0.76326  -1.0157
O 0.28586 -3.52412 -2.18396  -1.0622
O -1.91073 -0.14779 -2.28771  -0.7323
O -2.06887 -3.98886 -1.13324  -1.0611
N 0.49542 -0.42381 -1.12529  -0.4425
C -0.87555 3.33164 -2.09636  -0.2288
C -0.69994 -1.49950 2.44793  -0.2843
C -1.65425 2.20119 -2.36196  -0.3052
C -1.22556 0.90159 -2.07086  0.4264
C 0.09197 0.82242 -1.45931  0.0502
C 2.51513 0.43755 -0.25041  -0.2520
C 0.20281 1.11145 2.36995  -0.1894
C 0.88936 1.95419 -1.18747  -0.0379
C -1.36002 -0.54229 1.65707  -0.1724
C 1.64889 -0.62975 -0.54177  0.0677
C 0.86140 0.16655 3.16004  -0.1916
C -0.90881 0.77057 1.61386  -0.2548
C 0.36639 3.22486 -1.52606  -0.2340
C 0.41992 -1.14209 3.20386  -0.2030
C 2.13538 1.71198 -0.56477  -0.1693
H 3.45962 0.24174 0.23541  0.2197
H 0.57340 2.12677 2.33591  0.2142
H -1.27004 4.30688 -2.34687  0.2299
H 0.92786 -1.88927 3.79784  0.2219
H 2.78015 2.54787 -0.32829  0.2228
H 1.88389 -1.65938 -0.29798  0.2381
H 1.73108 0.46173 3.73173  0.2033
H -1.39846 1.49667 0.97876  0.2335

***

[3]
Density functional theory data (the ωB97M-V functional and the def2-TZVPD basis) for 16 unconnected molecules or ions with the total composition C56H158N14O16 at a distorted geometry.

Properties
E_tot in a.u.: -4198.407227
LUMO in eV: 0.3220
Relative energy (zero: lowest compared OMol25 entry of this formula, charge and spin) in kJ/mol: 301.6
HOMO in eV: -8.8
Orbital gap in eV: 9.10

Each line ends with the Löwdin charge.
Cartesian coordinates (Å):
O -31.02739 -21.68441 1.91384  -0.2113
O -29.86857 -26.76067 -2.19331  -0.1943
O -27.55699 -27.33884 5.35382  -0.1870
O -34.71725 -20.26090 2.55986  -0.1758
O -29.06687 -19.33142 -3.60193  -0.2287
O -33.73696 -19.47920 7.08787  -0.2132
O -24.69116 -26.24223 0.64649  -0.1740
O -30.18975 -23.76482 7.14990  -0.0682
O -36.89332 -24.05493 -2.99629  -0.1924
O -27.13753 -23.31801 8.77009  -0.2072
O -33.99996 -26.12027 0.65623  -0.2373
O -32.53429 -17.73750 -1.74773  -0.1834
O -26.72741 -17.34993 8.29012  -0.1422
O -30.09531 -16.91002 5.13156  -0.1892
O -24.63792 -19.37092 -0.76847  -0.2001
O -30.11432 -24.32552 1.37146  -0.0686
N -33.89710 -22.03808 -2.10163  0.0272
N -33.20434 -24.68799 3.98156  0.0679
N -32.17848 -24.22036 -0.80203  0.0605
N -23.82486 -22.37456 7.27358  0.0412
N -24.63484 -24.66912 3.22772  0.0563
N -35.70025 -17.86411 8.26413  0.0534
N -27.29549 -18.34480 -0.81808  0.0578
N -34.01906 -15.33352 -1.17258  0.0381
N -30.40007 -23.08579 4.40390  0.0770
N -27.24455 -17.00242 2.80037  0.0409
N -27.58698 -20.05020 9.18498  0.0475
N -27.53011 -16.74686 -3.94866  0.0481
N -37.16049 -17.60858 3.21723  0.0322
N -24.23321 -27.35327 6.93400  0.0141
C -28.50252 -17.26691 -4.81532  -0.4469
C -28.00045 -19.59308 7.91505  -0.4547
C -25.25952 -27.70217 5.94189  -0.3900
C -35.05609 -26.71064 -0.09394  -0.0693
C -34.03039 -23.39549 -4.23805  -0.0517
C -34.81647 -22.78433 -3.05760  -0.3432
C -28.65983 -26.44158 5.37204  -0.0972
C -29.25216 -28.11694 -2.03688  -0.0355
C -29.33829 -20.21842 7.70368  -0.0412
C -25.28891 -22.40355 7.40412  -0.4448
C -25.74410 -17.77291 7.44914  -0.1590
C -30.39015 -21.62376 4.21725  -0.4158
C -31.23969 -17.53733 -2.25771  -0.1015
C -27.64828 -24.37540 9.50754  -0.1077
C -31.28093 -21.04712 3.12804  -0.1827
C -32.70171 -17.24515 -0.45569  -0.2249
C -35.17093 -17.96931 4.44602  -0.0567
C -34.34850 -17.77587 8.74564  -0.4519
C -33.58210 -19.06615 8.47234  -0.1923
C -26.97616 -19.32263 0.11960  -0.4614
C -34.32314 -25.72159 1.94500  -0.1844
C -34.35835 -17.28206 10.23224  -0.0471
C -32.86897 -15.72110 -0.35352  -0.4157
C -25.35985 -29.28817 5.81050  -0.0361
C -35.82163 -18.15448 3.08658  -0.4258
C -25.27661 -27.54115 0.64275  -0.0887
C -35.96289 -19.64052 2.66194  -0.2126
C -31.65228 -21.14369 0.75180  -0.0614
C -26.86835 -24.01573 2.80752  -0.0758
C -28.23144 -20.21778 0.32688  -0.0297
C -31.32390 -24.94910 -1.73414  -0.3944
C -28.07563 -16.50182 3.88973  -0.4309
C -26.55904 -26.96770 6.31299  -0.1951
C -27.93813 -15.00075 3.92012  -0.0670
C -35.67758 -23.82798 -2.21971  -0.1584
C -30.25259 -23.92290 -2.12562  -0.0451
C -25.64150 -25.28243 1.04786  -0.2028
C -33.44555 -20.87028 6.85654  -0.0752
C -28.05491 -16.85690 -6.24022  -0.0630
C -25.85169 -22.58074 6.02228  -0.0566
C -29.53447 -17.07677 3.83348  -0.1949
C -25.76176 -20.19117 -0.38999  -0.1504
C -28.98965 -21.17722 4.12887  -0.0419
C -30.74943 -26.26980 -1.23734  -0.2205
C -31.40224 -17.65743 5.18791  -0.0275
C -31.93542 -26.27944 2.57382  -0.0532
C -23.94234 -18.67087 0.21852  -0.1218
C -33.08892 -15.15285 1.07352  -0.0500
C -25.85116 -25.06641 2.59316  -0.4573
C -29.11823 -20.71676 -3.48909  -0.1218
C -27.92113 -17.99891 7.92350  -0.1661
C -34.74602 -21.67642 2.51987  -0.1090
C -33.02922 -25.26500 2.69704  -0.4627
C -25.76206 -23.47226 8.35999  -0.1749
C -28.56675 -18.85066 -4.84255  -0.1715
C -37.83456 -24.91780 -2.34490  -0.1038
H -28.25038 -14.66512 2.93120  0.0791
H -33.48749 -21.22226 -2.53378  0.0732
H -30.99664 -21.33371 -0.09798  0.0786
H -35.85262 -23.41231 -1.22740  0.1119
H -27.01918 -24.53545 10.38316  0.0899
H -23.07929 -18.09882 -0.12205  0.0870
H -35.52298 -22.04338 -3.43167  0.1252
H -28.18642 -21.24052 -3.70249  0.0987
H -31.06152 -25.99258 3.15872  0.0655
H -37.11614 -16.76457 3.77020  0.0654
H -23.30940 -27.66960 6.67588  0.0690
H -27.60828 -25.28035 8.90126  0.0788
H -37.91185 -25.01495 -1.26200  0.0818
H -31.48871 -27.03319 -0.99481  0.1230
H -31.31792 -19.95839 3.09049  0.1182
H -27.02519 -23.85750 3.87451  0.0521
H -35.36336 -27.63882 0.38790  0.0970
H -26.89092 -27.15088 7.33495  0.1220
H -31.87959 -17.60348 0.16384  0.1082
H -29.46157 -16.80184 -4.58718  0.1266
H -25.49901 -24.48100 8.04161  0.1111
H -30.54506 -18.18181 -1.71899  0.0801
H -28.66873 -24.14087 9.81048  0.0993
H -30.65538 -22.98719 -2.51333  0.0562
H -24.88760 -17.09908 7.42750  0.0940
H -24.49879 -29.68937 5.27597  0.0640
H -34.84210 -26.55754 2.41399  0.1267
H -35.67921 -18.08927 7.27978  0.0388
H -26.92126 -22.43006 6.16858  0.0575
H -33.98503 -19.78947 9.18126  0.1209
H -32.30908 -15.38955 1.79734  0.0603
H -32.58681 -24.44817 2.12682  0.1049
H -27.86745 -18.77141 -1.53290  0.0477
H -31.62599 -26.47394 1.54692  0.0697
H -24.55395 -28.33273 0.44459  0.0864
H -34.99329 -24.86208 1.92954  0.1148
H -34.85350 -16.31104 10.22499  0.0766
H -29.09681 -28.36827 -3.08607  0.0802
H -28.91023 -20.09839 4.26271  0.0803
H -28.54703 -14.44259 4.63132  0.0802
H -26.67973 -17.28225 -4.05029  0.0790
H -34.96433 -22.10035 3.50004  0.0800
H -33.79904 -22.11210 2.20125  0.0555
H -28.34936 -17.60401 7.00221  0.1052
H -35.53674 -21.99662 1.84139  0.0869
H -25.36099 -24.32749 0.60342  0.1222
H -25.41407 -18.79357 7.64258  0.0770
H -26.04559 -17.72507 6.40277  0.0810
H -32.00085 -15.20596 -0.76474  0.1216
H -23.34686 -22.28020 8.15829  0.0651
H -30.37408 -23.46875 6.25850  -0.0371
H -26.64164 -25.40678 0.63270  0.1168
H -29.83270 -28.89561 -1.54215  0.0810
H -27.00338 -17.13369 -6.31623  0.0784
H -25.65116 -23.60092 5.69497  0.0616
H -23.48307 -19.40709 0.87818  0.0897
H -25.97329 -27.56398 -0.19523  0.0758
H -32.28288 -27.19690 3.04888  0.0901
H -37.61071 -25.87442 -2.81700  0.0846
H -33.25382 -14.07542 1.08135  0.0729
H -31.17889 -18.69006 4.91980  0.0614
H -30.76179 -21.31591 5.19459  0.1060
H -27.24202 -19.92156 7.20442  0.1078
H -32.52586 -18.91861 8.69749  0.1148
H -26.60233 -18.92932 1.06494  0.1038
H -26.74955 -19.62462 9.55606  0.0794
H -31.29964 -23.53908 4.33034  0.0518
H -29.75774 -19.96505 6.73004  0.0559
H -33.98695 -21.43634 7.61453  0.0835
H -30.00016 -21.02366 -4.05131  0.0929
H -27.86465 -24.31585 2.48286  0.0663
H -29.50951 -18.11129 3.49108  0.0941
H -30.10894 -19.91213 8.41107  0.0856
H -31.29113 -17.76452 -3.32252  0.0863
H -34.77388 -17.99695 10.94241  0.0726
H -25.52740 -21.46097 7.89683  0.1111
H -35.22658 -16.96488 4.86571  0.0848
H -33.78235 -15.79243 -2.04060  0.0577
H -28.38477 -21.67039 4.88978  0.0599
H -32.38010 -21.09130 6.92020  0.0713
H -27.99873 -20.91810 1.12907  0.0654
H -30.09005 -16.52640 3.07419  0.1135
H -29.91998 -23.51996 3.62860  0.0512
H -29.20693 -19.26349 -5.62219  0.1190
H -36.17449 -18.63002 8.72085  0.0788
H -27.72209 -17.12565 -3.03228  0.0444
H -37.57256 -17.28455 2.35393  0.0729
H -31.87294 -17.54843 6.16499  0.0786
H -26.88753 -14.77006 4.09654  0.0776
H -24.27187 -23.89146 2.69519  0.0772
H -28.60064 -21.59627 3.20087  0.0668
H -23.60569 -21.47503 6.86995  0.0662
H -38.77270 -24.61082 -2.80723  0.0856
H -29.09250 -19.55115 0.37463  0.0771
H -29.20643 -21.29670 7.61405  0.0643
H -33.37088 -22.78079 -4.85067  0.0720
H -33.87586 -14.39825 -1.52597  0.0704
H -26.13682 -25.99884 3.08008  0.1270
H -28.24720 -28.15318 -1.61639  0.0616
H -28.59417 -17.76814 8.74925  0.1262
H -35.82956 -25.95232 -0.21550  0.0673
H -29.59960 -23.67967 -1.28743  0.0745
H -33.43152 -17.89472 0.02759  0.1259
H -33.80880 -21.34917 5.94724  0.0745
H -32.26939 -21.36867 3.45618  0.1031
H -28.65092 -17.30193 -7.03697  0.0738
H -25.95937 -20.90409 -1.19048  0.1268
H -29.26199 -21.05251 -2.46211  0.0521
H -27.57459 -19.23602 -5.07756  0.1229
H -26.29209 -29.53767 5.30378  0.0585
H -26.30088 -25.90924 6.27922  0.0974
H -29.61875 -24.39622 -2.87551  0.0773
H -35.60272 -18.65463 5.17540  0.0730
H -34.10020 -18.17093 4.41483  0.0558
H -24.21609 -26.34546 6.99808  0.0494
H -25.73000 -27.75194 1.61131  0.0858
H -24.49978 -17.91260 0.76843  0.0794
H -35.26521 -17.62694 2.31186  0.1194
H -34.14951 -24.34041 4.05877  0.0701
H -28.34862 -20.90965 -0.50719  0.0576
H -29.41191 -26.80749 4.67307  0.0723
H -32.61085 -21.65390 0.65723  0.0662
H -33.52285 -24.32321 -3.97374  0.0604
H -32.54961 -23.42227 -1.29742  0.0225
H -26.43264 -16.41041 2.69828  0.0664
H -33.10057 -25.49907 4.57441  0.0880
H -24.04366 -25.43844 2.94705  0.0693
H -30.86749 -16.51415 -2.20611  0.0878
H -30.89641 -24.61775 0.90328  -0.0259
H -32.09754 -17.20517 4.48074  0.0706
H -29.36084 -23.34308 7.37628  -0.0123
H -26.36701 -18.20425 -1.18995  0.0658
H -28.51121 -25.41314 5.04290  0.0705
H -32.94100 -24.82975 -0.54260  0.0465
H -34.62859 -26.88441 -1.08144  0.0911
H -25.47734 -21.87220 5.28340  0.0901
H -31.97155 -25.15323 -2.58677  0.1154
H -27.79272 -16.99248 1.95213  0.0629
H -25.48971 -29.85643 6.73154  0.0687
H -27.35400 -21.02474 9.05814  0.0458
H -28.23833 -15.78245 -6.24431  0.0775
H -34.05467 -15.50317 1.43781  0.0610
H -36.53653 -19.61076 1.73558  0.1225
H -30.26487 -23.39400 1.53218  0.0028
H -35.11804 -24.75043 -2.06448  0.0937
H -34.47812 -21.67054 -1.36174  0.0602
H -30.10652 -26.08418 -0.37692  0.1132
H -34.72798 -23.62596 -5.04326  0.0734
H -29.13867 -26.54753 6.34549  0.0887
H -27.60385 -16.84835 4.80920  0.1059
H -25.51691 -20.73398 0.52297  0.1110
H -26.56354 -23.03655 2.43819  0.0821
H -31.70431 -20.05686 0.81637  0.0811
H -36.60963 -20.06923 3.42747  0.1240
H -33.69188 -17.05853 8.25332  0.1275
H -33.29873 -17.16189 10.45779  0.0707
H -25.17181 -23.39265 9.27288  0.1240
H -24.80965 -27.20604 5.08190  0.1151

***

[4]
Density functional theory data (the ωB97M-V functional and the def2-TZVPD basis) for 2 unconnected molecules or ions with the total composition C2H8N3 at a distorted geometry.

Properties
E_tot in a.u.: -244.827049
LUMO in eV: -5.7330
Relative energy (zero: lowest compared OMol25 entry of this formula, charge and spin) in kJ/mol: 631.6
HOMO in eV: -14.8
Total charge: +1
Orbital gap in eV: 9.11

Each line ends with the natural charge from an NBO analysis.
Cartesian coordinates (Å):
N -0.41223 0.97881 -0.03317  -0.3702
N 0.75843 0.51139 0.00947  0.1560
N 1.84753 1.05090 0.06499  -0.3364
C -1.60886 0.15403 -0.16670  -0.3954
C 1.02772 -1.59521 0.21705  -0.1618
H 0.42076 -1.80789 -0.66507  0.2145
H -0.69396 2.00931 0.17223  0.4210
H 2.15202 -1.63317 0.08480  0.2666
H -2.36954 0.36053 0.45304  0.2306
H -2.08065 0.30584 -1.24188  0.2266
H -1.32098 -0.79190 -0.07802  0.1963
H 1.79107 2.01584 0.04731  0.3329
H 0.48870 -1.55848 1.13595  0.2192

***

Among the records above, which one has the lowest E_tot?
C15H8I2NO5PdS2Se